Record 1
A molecular structure, C5H6O2Rh in a non-equilibrium geometry, computed with ωB97M-V/def2-TZVPD.

Last column: Mulliken spin population.
Element x y z (Å)
C (-0.612, 0.321, 2.298)  -0.005
C (-0.088, -0.260, 1.364)  0.064
C (0.549, -0.960, 0.246)  -0.028
C (1.465, -0.053, -0.542)  0.698
O (2.009, -0.523, -1.645)  0.240
Rh (1.909, -1.909, -2.870)  1.981
H (-1.021, 0.729, 3.205)  0.007
H (-0.243, -1.359, -0.415)  0.022
H (1.095, -1.849, 0.626)  0.020
H (2.012, 0.720, 0.023)  0.026
C (-1.534, 1.688, -0.081)  1.685
O (-2.053, 0.845, -0.934)  0.188
H (-0.470, 1.771, -0.405)  0.101
H (-3.018, 0.840, -0.869)  0.001

2S+1 ... 6
LUMO level (alpha / beta) ... -0.999 / -1.420 eV
Relative energy (zero: lowest compared OMol25 entry of this formula, charge and spin) ... 0.0 kJ/mol

***

Record 2
A molecular structure, C5H6O2S, computed with ωB97M-V/def2-TZVPD.

Last column: natural (NBO) charge in e.
Element x y z (Å)
C (0.655, -0.131, -0.069)  -0.318
C (-0.138, -1.079, -0.951)  -0.077
C (-1.300, 0.400, 0.281)  -0.012
C (-0.222, -0.159, 1.218)  -0.424
C (-0.136, 1.168, -0.319)  0.591
H (2.522, 1.183, -0.266)  0.154
H (0.051, -0.929, -2.028)  0.198
H (0.010, -2.132, -0.685)  0.189
H (-2.263, 0.830, 0.573)  0.223
H (-0.449, -1.141, 1.641)  0.232
H (0.143, 0.528, 1.996)  0.233
O (-1.486, -0.657, -0.655)  -0.504
O (0.183, 2.276, -0.623)  -0.495
S (2.431, -0.157, -0.114)  0.011

LUMO level ... 0.737 eV
Relative energy (zero: lowest compared OMol25 entry of this formula, charge and spin) ... 161.1 kJ/mol

***

Record 3
C5H6O2S in the gas phase in a non-equilibrium geometry, computed with ωB97M-V/def2-TZVPD.

Last column: natural (NBO) charge in e.
Element x y z (Å)
C (-0.934, 0.607, -1.741)  -0.614
C (-0.270, 0.393, -0.410)  -0.480
S (1.511, 0.483, -0.590)  0.310
C (1.797, 0.126, 1.109)  -0.443
C (0.879, -0.539, 1.811)  0.091
O (-0.266, -1.169, 1.366)  -0.482
C (-0.821, -0.881, 0.182)  0.790
O (-1.689, -1.571, -0.264)  -0.541
H (-0.846, -0.269, -2.384)  0.230
H (-2.013, 0.710, -1.578)  0.234
H (-0.474, 1.457, -2.245)  0.217
H (-0.661, 1.101, 0.327)  0.236
H (2.733, 0.376, 1.570)  0.244
H (1.053, -0.823, 2.847)  0.208

Structure (SMILES) ... C[C@@H]1SC=COC1=O
LUMO level ... 0.640 eV
Relative energy (zero: lowest compared OMol25 entry of this formula, charge and spin) ... 37.5 kJ/mol

***

Record 4
C5H6O2S in the gas phase in a non-equilibrium geometry, computed with ωB97M-V/def2-TZVPD.

Last column: natural (NBO) charge in e.
Element x y z (Å)
C (2.380, -1.380, -0.044)  -0.637
C (1.335, -0.378, 0.333)  0.364
O (1.669, 0.880, -0.235)  -0.482
C (0.677, 1.776, -0.074)  0.222
C (-0.598, 1.412, 0.174)  -0.427
C (-0.960, 0.007, 0.032)  0.190
S (-2.491, -0.551, -0.047)  -0.045
O (0.085, -0.838, -0.128)  -0.500
H (3.369, -1.036, 0.325)  0.229
H (2.401, -1.486, -1.137)  0.233
H (2.150, -2.355, 0.418)  0.235
H (1.249, -0.218, 1.446)  0.161
H (1.021, 2.778, -0.230)  0.203
H (-1.363, 2.171, 0.311)  0.254

Structure (SMILES) ... C[C@H]1OC=CC(=S)O1
LUMO level ... -0.161 eV
Relative energy (zero: lowest compared OMol25 entry of this formula, charge and spin) ... 60.2 kJ/mol

***

Record 5
A molecular structure, C5H6O2S2 in a non-equilibrium geometry, computed with ωB97M-V/def2-TZVPD.

Last column: natural (NBO) charge in e.
Element x y z (Å)
C (-1.469, -0.623, -0.195)  0.778
C (-0.027, -1.206, -0.361)  -0.563
C (0.918, -0.719, 0.734)  -0.437
C (-0.415, 1.625, -0.806)  -0.673
C (1.026, 0.826, 0.697)  -0.468
O (-2.249, -0.757, -1.131)  -0.613
O (-1.717, -0.188, 0.928)  -0.717
S (1.353, 1.650, -0.910)  0.286
S (-0.648, 1.563, 0.840)  0.890
H (-0.274, -2.259, -0.311)  0.252
H (0.152, -0.887, -1.419)  0.244
H (0.509, -1.068, 1.696)  0.246
H (1.966, -1.268, 0.542)  0.237
H (-1.009, 2.171, -1.653)  0.281
H (1.883, 1.138, 1.348)  0.256

LUMO level ... -1.106 eV
Relative energy (zero: lowest compared OMol25 entry of this formula, charge and spin) ... 242.2 kJ/mol

***

Record 6
C5H6O3 in the gas phase in a non-equilibrium geometry, computed with ωB97M-V/def2-TZVPD.

Last column: natural (NBO) charge in e.
Element x y z (Å)
C (0.426, -1.937, -0.737)  -0.583
C (0.424, -0.462, -0.409)  -0.365
C (1.353, 0.300, -0.915)  0.750
O (2.259, 0.783, -1.466)  -0.471
C (-0.663, 0.047, 0.494)  -0.501
C (-0.490, 1.525, 0.691)  0.809
O (0.397, 2.164, 0.185)  -0.582
O (-1.416, 2.066, 1.483)  -0.673
H (1.254, -2.182, -1.396)  0.225
H (-0.506, -2.214, -1.229)  0.207
H (0.521, -2.525, 0.176)  0.207
H (-1.656, -0.140, 0.071)  0.238
H (-0.637, -0.446, 1.471)  0.238
H (-1.266, 3.020, 1.583)  0.501

Structure (SMILES) ... CC(=C=O)CC(=O)O
LUMO level ... 0.577 eV
Relative energy (zero: lowest compared OMol25 entry of this formula, charge and spin) ... 13.2 kJ/mol

***

Record 7
2 unconnected molecules or ions with the total composition C5H6O3 in a non-equilibrium geometry, computed with ωB97M-V/def2-TZVPD.

Last column: natural (NBO) charge in e.
Element x y z (Å)
C (-0.354, 0.745, -1.028)  -0.647
C (0.586, -0.275, -1.149)  0.725
O (0.356, -1.558, -0.812)  -0.672
O (1.744, -0.095, -1.783)  -0.631
H (-0.081, 1.691, -1.467)  0.253
H (-1.403, 0.488, -1.048)  0.244
H (-0.454, -1.621, -0.281)  0.523
H (2.261, -0.913, -1.736)  0.502
C (-1.302, -0.866, 2.119)  -0.252
C (-0.668, 0.033, 1.633)  -0.069
C (0.072, 1.108, 0.980)  0.284
O (-0.036, 2.287, 1.301)  -0.591
H (-1.863, -1.671, 2.513)  0.240
H (1.141, 0.645, 0.759)  0.090

Structure (SMILES) ... C=C(O)O.C#CC=O
LUMO level ... 0.174 eV
Relative energy (zero: lowest compared OMol25 entry of this formula, charge and spin) ... 404.5 kJ/mol

***

Record 8
A molecular structure, C5H6O3 in a non-equilibrium geometry, computed with ωB97M-V/def2-TZVPD.

Last column: natural (NBO) charge in e.
Element x y z (Å)
C (-0.768, -0.246, -1.689)  -0.598
C (-0.007, -0.099, -0.214)  0.350
C (-0.524, 1.459, 1.277)  0.026
C (0.781, 1.592, 0.883)  -0.006
C (0.255, -1.490, 0.244)  0.375
H (-0.586, 0.775, -2.093)  0.192
H (-2.327, -0.240, -1.130)  0.213
H (-0.614, -1.231, -2.728)  0.289
H (-1.252, 1.874, 1.984)  0.226
H (1.290, 2.676, 1.040)  0.234
H (-0.350, -1.959, 1.492)  0.185
O (-1.151, 0.479, 0.590)  -0.491
O (1.148, 0.633, 0.025)  -0.473
O (0.680, -2.261, -0.812)  -0.523

LUMO level ... -0.303 eV
Relative energy (zero: lowest compared OMol25 entry of this formula, charge and spin) ... 885.6 kJ/mol

***

Record 9
A molecular structure, C5H6O3 in a non-equilibrium geometry, computed with ωB97M-V/def2-TZVPD.

Last column: natural (NBO) charge in e.
Element x y z (Å)
C (2.203, -0.117, -0.048)  0.214
C (0.050, -0.550, 0.024)  0.208
C (0.064, 0.763, -0.196)  0.120
C (-1.315, 1.195, 0.108)  -0.084
C (-1.314, -1.255, -0.085)  -0.105
H (2.994, -0.292, -0.883)  0.193
H (2.640, 0.266, 0.972)  0.176
H (-1.198, 1.514, 1.421)  0.167
H (-1.709, 2.266, -0.439)  0.222
H (-1.567, -1.768, -1.124)  0.219
H (-1.354, -1.799, 0.881)  0.193
O (1.174, -1.230, -0.016)  -0.483
O (-2.085, -0.061, -0.296)  -0.531
O (1.417, 1.068, -0.319)  -0.508

LUMO level ... 0.750 eV
Relative energy (zero: lowest compared OMol25 entry of this formula, charge and spin) ... 537.5 kJ/mol